Record 1
The following is a quantum chemistry calculation of a cluster of 6 separate species, C18H32O18 in total, from the OMol25 dataset.

F_max = 0.0527 Eh/bohr
SMILES string = COC(=O)OC.COC(=O)OC.COC(=O)OC.COC(=O)OC.O=C1OCCO1.O=C1OCCO1
ΔE to the lowest compared entry with this formula, charge and spin = 28.9 kJ/mol
HOMO-LUMO gap = 10.81 eV
Net charge = 0
E_HOMO = -10.4 eV

Each line ends with the Mulliken charge.
Cartesian coordinates (Å):
C1 5.23 -1.74 0.81  -0.424
C2 3.92 -2.46 1.29  0.030
O1 3.37 -1.48 2.16  -0.271
C3 4.19 -0.44 2.34  0.684
O2 3.97 0.50 3.04  -0.514
O3 5.30 -0.56 1.59  -0.376
H1 5.25 -1.51 -0.25  0.257
H2 6.09 -2.38 1.05  0.287
H3 4.25 -3.37 1.77  0.280
H4 3.31 -2.48 0.39  0.066
C4 -1.33 -0.50 1.23  0.559
C5 -1.17 0.40 0.03  -0.153
O4 -0.01 -0.10 -0.61  -0.152
C6 0.13 -1.39 -0.26  0.504
O5 0.87 -2.14 -0.81  -0.553
O6 -0.63 -1.68 0.82  -0.375
H5 -2.36 -0.78 1.40  0.305
H6 -0.88 0.02 2.08  -0.576
H7 -1.06 1.45 0.30  0.117
H8 -2.02 0.40 -0.66  0.222
C7 2.10 -2.48 -3.85  -0.559
O7 1.92 -1.65 -5.00  -0.409
C8 1.53 -0.39 -4.93  0.883
O8 1.25 0.23 -5.90  -0.545
O9 1.54 0.06 -3.68  -0.228
C9 1.10 1.37 -3.40  -0.600
H9 2.96 -3.11 -4.04  0.338
H10 1.22 -3.10 -3.73  0.222
H11 2.26 -1.86 -2.97  0.269
H12 1.98 2.02 -3.47  0.326
H13 0.68 1.42 -2.39  0.051
H14 0.28 1.74 -4.02  0.302
C10 0.68 0.17 4.74  -0.293
O10 0.38 -1.22 4.83  -0.351
C11 -0.86 -1.63 4.61  0.879
O11 -1.82 -0.89 4.55  -0.594
O12 -0.84 -2.94 4.50  -0.312
C12 -2.06 -3.67 4.58  -0.694
H15 0.43 0.61 3.77  -0.005
H16 1.76 0.19 4.85  0.206
H17 0.26 0.76 5.55  0.324
H18 -2.27 -3.80 5.64  0.316
H19 -1.89 -4.67 4.17  0.244
H20 -2.90 -3.19 4.09  0.304
C13 -3.04 2.86 2.94  -0.832
O13 -1.64 2.59 2.91  -0.098
C14 -0.88 3.51 2.32  0.688
O14 -1.24 4.57 1.89  -0.595
O15 0.37 3.08 2.34  -0.116
C15 1.43 4.07 2.28  -0.775
H21 -3.36 3.27 1.98  0.391
H22 -3.39 3.38 3.83  0.290
H23 -3.52 1.88 3.07  0.241
H24 2.35 3.53 2.11  0.198
H25 1.42 4.50 3.29  0.311
H26 1.19 4.82 1.53  0.340
C16 -1.73 -1.13 -3.42  -0.246
O16 -2.94 -0.47 -3.75  -0.374
C17 -2.90 0.39 -4.74  0.840
O17 -1.95 0.64 -5.44  -0.582
O18 -4.09 0.95 -4.87  -0.374
C18 -4.40 1.80 -5.95  -0.655
H27 -1.28 -1.62 -4.28  0.431
H28 -1.94 -1.92 -2.69  0.325
H29 -1.01 -0.46 -2.93  -0.229
H30 -4.60 2.81 -5.57  0.244
H31 -5.36 1.51 -6.36  0.239
H32 -3.62 1.73 -6.71  0.345

=====

Record 2
The following is a quantum chemistry calculation of a structure of composition C43H106AsF6N6O6, from the OMol25 dataset.

F_max = 0.0692 Eh/bohr
2S+1 = 2
HOMO-LUMO gap (alpha / beta) = 5.84 / 7.06 eV
Net charge = +4
E_HOMO (alpha / beta) = -14.3 / -15.6 eV

Each line ends with the Mulliken charge.
Cartesian coordinates (Å):
As1 1.14 1.73 0.18  1.989
F1 0.60 1.27 -1.47  -0.457
F2 -0.49 1.47 0.85  -0.279
F3 1.64 2.28 1.91  -0.572
F4 2.84 2.11 -0.24  -0.426
F5 0.62 3.40 -0.16  -0.541
F6 1.56 0.04 0.48  -0.400
C1 2.00 4.97 -3.97  -1.167
C2 2.35 4.49 -5.43  1.447
C3 3.77 5.02 -5.76  -1.257
C4 4.95 4.25 -5.11  -0.761
C5 4.83 2.69 -5.28  -1.000
C6 3.43 2.10 -4.95  1.409
N1 2.32 2.94 -5.51  0.467
O1 1.13 2.34 -5.69  -0.505
C7 3.28 1.91 -3.40  -1.479
C8 3.31 0.70 -5.66  -1.766
C9 1.24 4.98 -6.49  -1.579
H1 1.02 4.58 -3.70  -0.154
H2 1.78 6.04 -3.89  0.514
H3 2.72 4.78 -3.18  0.328
H4 3.98 6.06 -5.53  0.409
H5 3.90 5.07 -6.84  0.438
H6 4.89 4.44 -4.04  0.308
H7 5.92 4.65 -5.39  0.456
H8 5.63 2.19 -4.74  0.448
H9 5.02 2.62 -6.35  0.366
H10 2.51 1.21 -3.07  -0.060
H11 3.39 2.81 -2.80  0.383
H12 4.06 1.26 -3.00  0.607
H13 3.93 -0.09 -5.22  0.386
H14 3.55 0.69 -6.72  0.417
H15 2.31 0.28 -5.75  0.294
H16 1.63 4.85 -7.50  0.420
H17 1.19 6.06 -6.40  0.460
H18 0.21 4.62 -6.44  0.202
C10 2.49 -3.73 2.43  -1.299
C11 2.73 -2.48 1.54  -0.043
N2 4.29 -2.20 1.23  0.761
C12 4.25 -0.76 0.52  -1.286
C13 5.18 -2.12 2.51  -0.348
C14 4.62 -1.18 3.62  -1.197
C15 4.83 -3.31 0.32  -0.279
C16 6.07 -2.92 -0.55  -1.024
O2 7.15 -2.33 0.10  -0.325
C17 8.42 -2.48 -0.49  -0.871
H19 3.21 -4.52 2.24  0.422
H20 1.55 -4.21 2.20  0.004
H21 2.51 -3.38 3.46  0.368
H22 2.40 -1.62 2.12  0.044
H23 2.22 -2.42 0.58  0.315
H24 3.70 -0.06 1.14  0.314
H25 3.68 -0.97 -0.39  0.493
H26 5.24 -0.32 0.41  0.383
H27 6.18 -1.81 2.19  0.458
H28 5.30 -3.11 2.95  0.522
H29 4.99 -0.16 3.60  0.349
H30 4.94 -1.68 4.54  0.408
H31 3.56 -1.16 3.85  0.203
H32 3.98 -3.38 -0.36  0.106
H33 4.89 -4.25 0.86  0.517
H34 5.81 -2.24 -1.36  0.372
H35 6.43 -3.79 -1.09  0.585
H36 8.46 -2.31 -1.57  0.336
H37 8.84 -3.48 -0.39  0.368
H38 9.15 -1.82 -0.01  0.267
C18 -1.06 4.50 2.20  -1.503
C19 -0.70 3.71 3.43  -0.167
N3 -1.94 3.35 4.32  0.267
C20 -2.77 4.57 4.64  -1.180
C21 -2.93 2.37 3.47  0.103
C22 -4.02 1.54 4.22  -1.536
C23 -1.57 2.63 5.72  -0.747
C24 -0.65 1.41 5.70  -0.290
O3 0.62 1.84 5.31  -0.273
C25 1.42 2.67 6.25  -0.791
H39 -0.18 5.01 1.80  0.418
H40 -1.70 5.35 2.44  0.521
H41 -1.42 3.96 1.32  0.127
H42 -0.19 4.33 4.17  0.631
H43 -0.10 2.83 3.18  0.146
H44 -3.35 4.25 5.51  0.505
H45 -3.40 4.79 3.78  0.396
H46 -2.01 5.30 4.94  0.414
H47 -2.32 1.57 3.06  -0.217
H48 -3.21 3.01 2.64  0.608
H49 -4.81 1.18 3.56  0.371
H50 -4.45 2.03 5.09  0.459
H51 -3.58 0.61 4.58  0.402
H52 -2.52 2.30 6.15  0.430
H53 -1.34 3.37 6.48  0.631
H54 -0.97 0.57 5.09  -0.267
H55 -0.54 1.00 6.71  0.568
H56 2.18 3.11 5.61  0.275
H57 1.97 1.98 6.89  0.289
H58 0.90 3.44 6.82  0.342
C26 -4.33 -3.53 5.33  -1.280
C27 -4.02 -4.24 4.05  0.068
N4 -4.72 -3.58 2.83  0.310
C28 -4.13 -4.28 1.53  -1.607
C29 -6.21 -3.92 2.85  -0.403
C30 -6.94 -3.82 1.54  -1.238
C31 -4.63 -2.04 2.73  -1.219
C32 -3.24 -1.51 2.22  0.634
O4 -2.16 -1.91 3.10  -0.655
C33 -0.90 -1.50 2.65  0.427
H59 -3.98 -2.50 5.43  0.272
H60 -3.76 -4.08 6.08  0.447
H61 -5.38 -3.52 5.64  0.365
H62 -4.29 -5.29 3.94  0.593
H63 -2.95 -4.17 3.83  0.087
H64 -4.27 -3.65 0.65  0.485
H65 -4.54 -5.28 1.41  0.572
H66 -3.04 -4.36 1.61  0.501
H67 -6.64 -3.31 3.65  0.447
H68 -6.30 -4.92 3.27  0.465
H69 -6.85 -2.86 1.03  0.316
H70 -7.99 -4.09 1.68  0.427
H71 -6.63 -4.57 0.82  0.331
H72 -4.92 -1.64 3.71  0.564
H73 -5.32 -1.75 1.94  0.246
H74 -3.18 -0.46 1.92  0.232
H75 -3.03 -1.89 1.22  -0.398
H76 -0.69 -0.44 2.60  -0.051
H77 -0.55 -1.86 1.67  -0.544
H78 -0.11 -1.85 3.32  0.569
C34 -1.57 3.21 -3.09  -1.249
N5 -2.66 2.15 -2.74  0.442
C35 -2.52 1.79 -1.26  -1.030
C36 -3.99 2.86 -2.93  -0.862
C37 -2.50 0.87 -3.59  0.356
C38 -2.54 1.10 -5.08  -0.450
O5 -1.70 0.06 -5.52  -0.544
H79 -1.61 4.05 -2.40  0.517
H80 -1.59 3.51 -4.14  0.608
H81 -0.57 2.80 -3.00  0.244
H82 -3.38 1.22 -0.92  0.453
H83 -2.34 2.70 -0.68  0.648
H84 -1.59 1.24 -1.15  -0.216
H85 -4.22 3.08 -3.98  0.348
H86 -3.96 3.79 -2.36  0.392
H87 -4.83 2.28 -2.55  0.359
H88 -3.32 0.21 -3.30  0.391
H89 -1.59 0.45 -3.16  -0.262
H90 -1.97 1.98 -5.38  0.091
H91 -3.44 1.07 -5.69  0.372
H92 -2.13 -0.78 -5.66  0.308
C39 -1.10 -2.67 -3.80  -1.122
N6 -1.21 -3.28 -2.37  0.277
C40 -1.26 -2.08 -1.38  -0.290
C41 -2.51 -4.12 -2.30  -0.878
C42 0.08 -4.16 -2.07  -0.664
C43 -0.03 -5.05 -0.82  -0.735
O6 -0.43 -4.38 0.36  -0.268
H93 -0.32 -1.91 -3.80  0.583
H94 -2.07 -2.22 -4.02  0.319
H95 -0.79 -3.47 -4.47  0.427
H96 -0.99 -2.41 -0.38  -0.415
H97 -2.19 -1.53 -1.45  0.442
H98 -0.42 -1.44 -1.66  0.163
H99 -2.63 -4.65 -1.36  0.219
H100 -2.52 -4.75 -3.19  0.374
H101 -3.37 -3.46 -2.45  0.393
H102 0.97 -3.54 -1.97  0.472
H103 0.23 -4.63 -3.04  0.463
H104 0.99 -5.36 -0.61  0.435
H105 -0.65 -5.94 -0.93  0.484
H106 -0.61 -5.00 1.08  0.246

=====

Record 3
The following is a quantum chemistry calculation of the molecule CH2IN2PS, from the OMol25 dataset.

F_max = 0.0587 Eh/bohr
ΔE to the lowest compared entry with this formula, charge and spin = 273.5 kJ/mol
HOMO-LUMO gap = 7.70 eV
Net charge = 0
E_HOMO = -8.6 eV

Each line ends with the Mulliken charge.
Cartesian coordinates (Å):
C1 -2.09 0.83 -0.26  -0.140
N1 -0.99 0.53 -0.21  0.480
N2 0.24 0.78 -0.12  -0.685
P1 1.45 -0.33 0.21  0.258
S1 1.10 -2.04 -0.54  -0.410
I1 -3.99 0.35 -0.51  0.315
H1 1.55 -0.37 1.61  0.080
H2 2.73 0.26 -0.19  0.101